7
Properties=species:S:1:pos:R:3 method="wB97M-V/def2-TZVPD" relative_energy_kcal_mol=37.75 lumo_energy_ev=0.80
C 0.30 -0.60 0.17
P -1.27 0.37 -0.07
Cl 1.85 0.18 -0.16
H 0.28 -0.90 1.13
H 0.45 -1.73 -0.72
H -0.87 1.51 0.78
H -0.74 1.16 -1.13

17
Properties=species:S:1:pos:R:3 method="wB97M-V/def2-TZVPD" smiles="C/C=C/O.C=CO" relative_energy_kcal_mol=81.98 lumo_energy_ev=0.82
C -2.50 -1.08 0.94
C -1.51 -0.54 0.01
C -0.24 -0.80 -0.22
O 0.19 -0.89 -1.51
C 2.16 0.73 0.68
C 1.60 1.58 -0.17
O 1.78 1.41 -1.50
H -3.31 -0.40 1.24
H -1.93 -1.51 1.76
H -3.02 -1.90 0.42
H -1.98 0.06 -0.72
H 0.33 -1.19 0.62
H 1.15 -0.85 -1.52
H 2.16 0.98 1.72
H 2.91 0.02 0.33
H 1.00 2.45 0.15
H 1.19 2.00 -1.96

45
Properties=species:S:1:pos:R:3 method="wB97M-V/def2-TZVPD" smiles=c1ccc(-c2cnc(CN3CCN(c4ccccc4)CC3)o2)cc1 relative_energy_kcal_mol=42.53 lumo_energy_ev=0.65
C -7.40 -0.87 -0.77
C -6.42 -1.69 -0.23
C -5.19 -1.17 0.11
C -4.92 0.19 -0.08
C -5.91 1.01 -0.63
C -7.14 0.48 -0.96
H -7.90 1.12 -1.38
H -5.71 2.06 -0.78
C -3.62 0.73 0.27
C -3.07 1.98 0.16
N -1.81 1.96 0.66
C -1.62 0.73 1.05
O -2.68 -0.06 0.85
C -0.38 0.17 1.66
N 0.51 -0.33 0.62
C 1.56 -1.18 1.15
C 2.37 -1.78 -0.01
N 2.95 -0.73 -0.82
C 4.21 -0.23 -0.51
C 5.25 -1.12 -0.23
C 6.53 -0.67 0.02
C 6.82 0.69 -0.01
C 5.80 1.58 -0.31
C 4.52 1.13 -0.56
H 3.76 1.86 -0.77
H 6.01 2.64 -0.35
H 7.82 1.04 0.18
H 7.31 -1.38 0.24
H 5.07 -2.19 -0.22
C 1.90 0.14 -1.31
C 1.09 0.75 -0.16
H 0.29 1.38 -0.55
H 1.75 1.38 0.47
H 2.32 0.92 -1.94
H 1.23 -0.47 -1.91
H 3.14 -2.43 0.39
H 1.69 -2.37 -0.64
H 1.10 -1.98 1.73
H 2.24 -0.61 1.81
H -0.67 -0.68 2.29
H 0.10 0.94 2.28
H -3.48 2.88 -0.25
H -4.42 -1.80 0.53
H -6.62 -2.74 -0.07
H -8.36 -1.28 -1.03

41
Properties=species:S:1:pos:R:3 method="wB97M-V/def2-TZVPD" smiles=CN(C)CCCS.O.O.O.O.O.O.O relative_energy_kcal_mol=65.37 lumo_energy_ev=0.02
C -1.13 0.50 -2.14
C -2.02 -0.53 -2.80
S -2.86 -1.67 -1.62
C 0.16 -0.20 -1.55
N 1.15 0.76 -1.04
C 2.03 1.34 -2.06
C 1.90 0.06 0.06
H -0.71 1.19 -2.90
H -1.70 0.98 -1.34
H -1.42 -1.17 -3.45
H -2.75 0.00 -3.41
H -1.75 -1.83 -0.91
H -0.06 -0.86 -0.72
H 0.48 -0.92 -2.32
H 2.22 2.40 -1.91
H 1.54 1.11 -3.00
H 3.06 0.95 -2.11
H 1.62 -0.98 0.15
H 1.82 0.58 1.00
H 2.98 0.17 -0.12
H -0.33 1.76 0.90
H -0.81 0.51 1.43
O -1.18 1.34 1.10
H 0.07 -3.21 0.69
H 1.24 -4.23 1.26
O 0.99 -3.48 0.74
H 2.10 1.75 2.19
H 1.33 2.97 2.36
O 1.68 2.25 2.91
H 0.21 2.59 -0.99
H -1.13 3.22 -0.39
O -0.33 3.39 -0.90
H -2.93 0.02 2.57
H -3.31 1.40 2.30
O -3.25 0.79 3.04
H 2.37 -2.74 2.94
H 1.30 -1.93 2.12
O 1.78 -2.05 2.94
H -1.82 -1.97 0.93
H -1.40 -2.29 2.46
O -1.15 -1.98 1.60